Record 1
A 2-piece molecular cluster, C4H9NS2 overall in a non-equilibrium geometry. Source: the Open Molecules 2025 dataset; level of theory: ωB97M-V/def2-TZVPD.

```
16
Properties=species:S:1:pos:R:3:forces:R:3:nbo_charge:R:1
S 2.718 -1.275 0.195 0.14 0.15 -0.04 -0.07
S -3.381 -0.705 -0.188 0.19 -0.11 -0.01 0.02
N -0.148 1.136 -0.565 -3.85 1.23 0.32 -0.36
C 2.232 1.487 0.271 0.30 0.07 -0.02 -0.62
C -2.372 0.534 0.682 0.04 0.05 0.18 -0.63
C 2.083 0.239 -0.589 0.99 -0.65 -0.09 -0.51
C -1.135 0.880 -0.018 0.52 0.20 -0.38 0.31
H 3.988 -0.867 0.322 0.04 -0.09 0.07 0.11
H -2.135 0.202 1.695 -0.02 0.02 -0.13 0.26
H -2.469 -1.696 -0.133 -0.13 0.15 0.01 0.13
H 1.731 1.358 1.235 0.07 0.02 -0.12 0.21
H 1.027 0.027 -0.781 1.48 -0.55 -0.02 0.25
H -2.998 1.428 0.769 0.10 -0.12 -0.05 0.27
H 3.287 1.707 0.465 -0.05 -0.10 0.00 0.20
H 1.795 2.355 -0.237 0.18 -0.23 0.15 0.22
H 2.565 0.372 -1.563 -0.01 -0.03 0.12 0.21
```
Positions in Å, forces in eV/Å.

Computed properties:
* E_LUMO: 0.016 Eh
* HOMO-LUMO gap: 9.08 eV
* ΔE to the lowest compared entry with this formula, charge and spin: 1.849 eV
* charge: 0


Record 2
C34H69Br3HoN6O2SSi as an isolated structure in a non-equilibrium geometry. Source: the Open Molecules 2025 dataset; level of theory: ωB97M-V/def2-TZVPD.

```
117
Properties=species:S:1:pos:R:3:forces:R:3:mulliken_spin:R:1
Ho 0.043 0.229 -0.004 0.55 -1.18 -0.12 4.07
Br -0.492 2.557 2.965 -0.11 0.38 0.18 0.00
Br 2.100 0.931 2.206 0.31 0.21 0.20 0.00
Br -2.278 1.573 -0.063 -1.28 0.67 -0.09 -0.01
S -1.260 -0.583 3.578 -0.18 -0.21 -0.05 0.00
Si -4.616 3.098 -0.588 0.25 -0.14 -0.01 0.00
O 2.487 0.245 -0.699 -0.30 -0.27 -0.11 -0.02
O -0.692 -0.575 2.158 0.19 -0.07 -0.77 -0.01
N 0.707 2.507 -1.027 -0.09 -0.23 0.10 -0.01
N -0.529 -0.690 -2.407 0.19 0.36 0.11 -0.01
N -1.770 -1.796 -0.181 -0.08 0.27 -0.03 -0.01
N 2.263 6.045 -2.626 0.03 0.01 -0.02 0.00
N 0.979 -2.118 -0.445 0.10 0.15 0.28 -0.01
N 4.336 1.375 -1.389 -0.16 0.27 0.06 0.00
C -7.206 2.659 0.403 0.10 0.15 -0.20 0.00
C 1.128 -2.486 -1.874 -0.21 0.26 -0.20 0.00
C 5.535 -1.150 -1.374 -0.16 -0.07 -0.06 0.00
C 0.251 -3.131 0.343 -0.26 -0.07 -0.01 0.00
C -5.376 2.562 2.106 -0.02 0.07 -0.15 0.00
C 3.724 0.364 -0.729 0.12 0.12 0.32 0.00
C 4.665 -0.666 -0.175 0.08 -0.07 -0.08 0.00
C -5.704 0.660 0.538 0.02 0.09 -0.11 0.00
C -1.723 -1.548 -2.628 -0.19 -0.03 0.38 0.00
C -5.760 2.193 0.664 0.31 0.02 -0.03 0.00
C -1.478 -2.347 4.014 0.06 0.14 0.17 0.00
C -3.491 2.727 -3.224 -0.02 0.11 0.08 0.00
C 0.835 2.708 -2.350 -0.09 -0.15 0.07 0.00
C -2.601 -1.629 -1.383 0.04 -0.06 -0.17 0.00
C 1.598 4.724 -0.728 0.03 0.14 -0.07 0.00
C -3.026 4.763 1.181 -0.08 -0.11 0.05 0.00
C 0.724 -1.354 -2.824 0.22 -0.16 0.10 0.01
C -3.060 -0.302 3.430 0.04 -0.01 0.12 0.00
C -3.752 -1.659 3.489 0.03 -0.07 0.07 0.00
C -5.055 5.766 0.110 -0.16 -0.23 -0.05 0.00
C -2.970 5.346 -1.219 -0.12 -0.09 0.00 0.00
C 1.087 3.544 -0.257 -0.04 -0.05 0.06 0.00
C -2.926 -2.502 4.457 -0.10 0.00 -0.11 0.00
C -3.872 4.801 -0.101 0.12 -0.27 -0.07 0.00
C 1.341 3.843 -2.927 0.00 0.10 -0.14 0.00
C 4.131 1.430 -2.845 0.19 -0.18 -0.23 0.00
C 1.760 4.914 -2.114 -0.13 -0.22 0.13 0.00
C 4.863 -1.033 -2.765 0.21 0.11 0.01 0.00
C 1.198 1.940 3.614 -0.06 -0.18 -0.08 0.00
C -1.220 -3.161 -0.060 0.31 0.07 0.07 0.00
C 4.995 0.329 -3.476 -0.25 -0.02 0.10 0.00
C -5.455 1.317 -2.674 -0.01 0.13 0.11 0.00
C -4.824 2.701 -2.458 0.16 -0.12 0.24 0.00
C -5.771 3.763 -3.050 0.00 0.11 0.25 0.00
H 2.371 6.167 -3.618 -0.01 0.03 0.00 0.00
H -5.543 1.137 -3.747 0.01 0.00 -0.02 0.00
H 6.045 0.633 -3.466 0.00 0.02 -0.02 0.00
H -7.315 3.740 0.516 -0.06 0.00 0.01 0.00
H 5.784 -2.196 -1.200 0.07 0.03 0.05 0.00
H 1.042 1.279 4.457 0.02 -0.01 -0.02 0.00
H -3.682 2.432 -4.259 -0.03 0.00 -0.02 0.00
H -4.781 -1.556 3.832 -0.02 0.03 -0.07 0.00
H -2.773 2.027 -2.793 0.02 -0.01 -0.07 0.00
H -2.353 -1.608 0.626 0.07 0.09 0.05 0.00
H -3.582 4.407 2.046 0.04 0.06 0.00 0.00
H 6.480 -0.605 -1.394 0.02 -0.03 0.03 0.00
H 1.405 3.917 -4.005 -0.02 -0.03 0.00 0.00
H -1.256 -2.909 3.106 -0.01 0.06 -0.04 0.00
H -6.744 3.762 -2.555 -0.03 0.03 -0.04 0.00
H -3.220 -3.550 4.447 0.02 0.00 0.04 0.00
H -1.389 -2.546 -2.910 0.02 0.02 -0.08 0.00
H -2.134 4.672 -1.420 0.03 0.04 -0.02 0.00
H -3.777 -2.128 2.501 0.00 0.00 -0.01 0.00
H -6.003 1.993 2.795 -0.02 -0.02 0.00 0.00
H -4.330 2.328 2.314 -0.01 0.01 0.08 0.00
H 5.296 -0.242 0.609 -0.01 0.01 0.02 0.00
H -3.316 -2.449 -1.508 -0.01 0.01 0.01 0.00
H -1.325 -3.668 -1.019 -0.05 -0.03 0.02 0.00
H 1.909 -2.051 -0.043 0.03 0.07 -0.07 0.00
H -6.460 1.258 -2.256 0.02 -0.07 0.00 0.00
H -1.772 -3.762 0.665 -0.07 0.01 -0.04 0.00
H -2.693 5.780 1.400 0.00 0.03 -0.01 0.00
H -7.866 2.182 1.130 -0.01 0.00 0.02 0.00
H -5.938 3.538 -4.106 0.00 -0.02 -0.01 0.00
H -6.155 0.306 -0.385 0.03 -0.05 0.04 0.00
H -2.142 4.138 1.055 0.03 0.06 -0.02 0.00
H -3.042 3.717 -3.241 0.04 -0.05 -0.03 0.00
H 1.866 5.512 -0.037 0.01 -0.04 0.04 0.00
H 4.706 0.213 -4.522 0.07 0.05 -0.02 0.00
H -0.640 0.123 -3.004 0.00 0.02 0.00 0.00
H -7.555 2.381 -0.592 -0.04 0.00 0.01 0.00
H 2.542 6.806 -2.031 0.01 0.01 -0.02 0.00
H 4.403 2.417 -3.216 -0.08 0.01 0.02 0.00
H -5.548 3.619 2.312 0.05 -0.02 0.05 0.00
H 0.345 -2.851 1.393 0.03 -0.01 -0.02 0.00
H -5.356 4.770 -2.989 -0.04 0.00 -0.03 0.00
H -3.055 -2.132 5.475 0.01 -0.03 0.01 0.00
H -3.169 -0.707 -1.272 0.01 -0.01 0.03 0.00
H 0.642 -1.778 -3.830 0.01 0.10 -0.03 0.00
H 2.159 -2.761 -2.100 -0.01 -0.06 0.04 0.00
H 0.493 1.905 -2.994 0.09 -0.01 -0.03 0.00
H -6.270 0.224 1.364 -0.02 0.01 0.02 0.00
H -4.841 0.522 -2.245 -0.04 -0.04 -0.02 0.00
H -3.521 5.522 -2.143 0.07 0.01 -0.01 0.00
H 5.325 -1.778 -3.413 -0.05 -0.03 0.01 0.00
H 1.508 -0.595 -2.832 0.01 0.02 -0.05 0.00
H -4.677 0.291 0.589 -0.04 -0.08 0.04 0.00
H -2.561 6.306 -0.899 0.00 0.02 0.02 0.00
H 4.106 -1.492 0.264 -0.05 0.05 0.04 0.00
H 3.076 1.260 -3.047 -0.06 0.06 0.03 0.00
H -0.758 -2.606 4.788 0.06 0.02 -0.06 0.00
H -2.327 -1.167 -3.451 0.08 -0.02 -0.08 0.00
H -4.662 6.764 0.316 0.02 0.02 -0.01 0.00
H 0.674 -4.132 0.217 0.07 0.03 0.01 0.00
H 0.954 3.424 0.809 0.04 -0.01 0.01 0.00
H 0.522 -3.367 -2.078 0.03 -0.04 0.05 0.00
H 1.819 2.791 3.865 0.06 -0.03 -0.06 0.00
H 3.804 -1.303 -2.688 -0.04 -0.07 -0.05 0.00
H -3.327 0.316 4.290 0.01 0.03 -0.01 0.00
H -3.234 0.267 2.518 0.13 0.06 0.00 0.00
H -5.694 5.837 -0.773 -0.03 0.06 0.02 0.00
H 5.325 1.434 -1.179 0.02 -0.13 0.02 0.00
H -5.672 5.474 0.962 -0.02 0.05 -0.01 0.00
```
Positions in Å, forces in eV/Å.

Computed properties:
* E_LUMO (spin up / spin down): -0.248 / -0.245 Eh
* HOMO-LUMO gap (spin up / spin down): 8.84 / 8.90 eV
* 2S+1: 5
* charge: +3


Record 3
One molecule with the formula C3H9OPS in a non-equilibrium geometry. Source: the Open Molecules 2025 dataset; level of theory: ωB97M-V/def2-TZVPD.

```
15
Properties=species:S:1:pos:R:3:forces:R:3:nbo_charge:R:1
S -2.493 -0.252 -0.873 -1.22 -0.13 -0.98 -0.01
P 0.252 0.461 0.051 -0.52 -3.53 2.41 1.83
O 0.125 1.859 -0.268 -0.48 2.74 -0.37 -1.10
C -1.744 -0.247 0.703 3.24 -0.90 -0.51 -0.80
C 1.728 0.142 1.243 -1.94 -0.24 -3.38 -0.94
C 0.730 -0.505 -1.403 -1.28 -0.14 1.12 -1.02
H 0.986 0.125 -2.181 -0.57 1.86 -1.80 0.26
H -2.954 0.986 -0.706 -0.16 0.15 -0.48 0.14
H 0.048 -1.259 -1.707 -0.66 -0.55 -0.33 0.25
H 1.529 0.788 2.063 0.70 0.37 0.77 0.25
H 1.672 -0.908 -1.310 2.12 -1.59 1.16 0.23
H -1.976 -1.137 1.310 0.90 -0.13 -0.61 0.23
H 1.816 -0.918 1.373 -0.13 -0.52 0.83 0.23
H -2.189 0.507 1.255 -0.27 1.89 1.06 0.22
H 2.469 0.358 0.451 0.27 0.71 1.12 0.23
```
Positions in Å, forces in eV/Å.

Computed properties:
* E_LUMO: 0.027 Eh
* HOMO-LUMO gap: 9.29 eV
* ΔE to the lowest compared entry with this formula, charge and spin: 2.686 eV
* charge: 0